[1]
The following is a quantum chemistry calculation of C2H4KLiO2 as an isolated structure, from the Open Molecules 2025 dataset.

Geometry as XYZ:
```
10
Properties=species:S:1:pos:R:3:forces:R:3
O -1.83327 -0.24236 -1.44087 0.265 -0.660 -0.672
C -0.53867 0.49342 0.83531 2.540 -0.005 1.033
C 0.76431 0.75991 0.46983 -1.205 -0.754 1.344
O 1.55483 -0.04413 -0.25879 1.407 -1.758 0.098
H -2.64469 -0.47740 -0.99045 -0.177 0.080 0.005
H -0.82164 -0.55744 0.99571 -0.429 0.625 -1.019
H -1.07810 1.24722 1.41469 0.207 -0.251 -0.212
H 1.33296 1.55265 0.98181 -0.563 0.612 -0.776
Li 3.10651 -1.32235 0.17625 -1.434 1.386 -0.175
K 0.15776 -1.40952 -2.18350 -0.611 0.726 0.373
```
Positions in Å, forces in eV/Å.

Computed properties:
total charge	0
spin multiplicity	1
electronic energy	-836.46657	a.u.


[2]
The following is a quantum chemistry calculation of one molecule with the formula C3H5N3O, from the Open Molecules 2025 dataset.

Geometry as XYZ:
```
12
Properties=species:S:1:pos:R:3:forces:R:3
H 0.90355 2.35639 1.33598 -0.224 0.005 0.228
N 0.76701 1.39435 1.00997 -0.411 0.216 0.145
N -0.44944 1.16972 0.92427 0.413 0.096 -0.085
C -0.68491 -0.11799 0.31408 -0.236 0.053 -0.432
C -1.78362 -0.24585 -0.42288 0.048 0.013 0.115
N 0.41834 -0.98114 0.29836 0.045 -0.022 -0.210
C 1.43611 -0.47934 -0.52657 0.418 -0.210 -0.174
O 2.56388 -0.88291 -0.58842 -0.370 -0.220 -0.056
H -2.52706 0.54027 -0.42723 -0.068 -0.147 0.154
H -1.89439 -1.09571 -1.08721 -0.118 0.062 0.159
H 0.28104 -1.98089 0.32747 0.093 0.111 0.184
H 1.02662 0.32604 -1.16476 0.409 0.044 -0.029
```
Positions in Å, forces in eV/Å.

Computed properties:
SMILES	[H]/N=N/C(=C)NC=O
total charge	0
spin multiplicity	1
electronic energy	-356.74232	a.u.


[3]
The following is a quantum chemistry calculation of a 2-piece molecular cluster, C17H19N overall, from the Open Molecules 2025 dataset.

Geometry as XYZ:
```
37
Properties=species:S:1:pos:R:3:forces:R:3
C -2.93111 -1.49940 -1.82460 0.179 0.479 0.390
C -2.01527 -2.06727 -0.78825 0.164 -1.093 -0.824
C -1.73590 -3.41550 -0.67565 -0.550 0.833 0.452
N -0.98880 -3.62604 0.45935 0.515 -0.417 0.012
C -0.71871 -2.43051 1.05236 0.159 0.421 -0.673
C 0.03587 -2.17722 2.19177 -0.572 0.347 0.696
C -0.08509 -0.89562 2.66705 1.401 1.699 0.034
C -0.61331 0.17487 1.91917 -1.591 -0.521 0.365
C -1.35329 -0.09983 0.78482 1.008 0.399 -1.075
C -1.32671 -1.39670 0.26106 -0.320 -1.110 1.766
H -3.74678 -2.21119 -1.97664 -0.077 0.424 -0.190
H -2.41989 -1.30519 -2.75980 0.082 -0.137 -0.355
H -3.29267 -0.51176 -1.49690 -0.257 -0.463 -0.040
H -2.08253 -4.25084 -1.26214 -0.073 0.058 -0.028
H -0.90130 -4.49480 0.96319 0.117 0.024 -0.391
H 0.63142 -2.89226 2.75291 -0.362 -0.212 -0.224
H 0.40912 -0.51774 3.55980 0.168 -0.753 0.115
H -0.59791 1.16670 2.37296 0.048 -0.204 -0.329
H -1.75183 0.67142 0.13083 -0.166 0.202 0.406
C -0.15949 3.82421 0.39217 -0.150 0.530 -0.249
C 0.43401 3.10392 -0.80127 1.019 -0.991 -1.195
C 1.24860 1.82321 -0.54565 -0.068 -0.125 -1.348
C 2.49989 1.87338 0.07385 -0.900 0.881 0.827
C 3.38548 0.80088 0.09977 -0.613 0.713 -0.351
C 3.05094 -0.27631 -0.70470 -0.214 -1.225 0.326
C 1.76931 -0.45550 -1.23678 0.957 1.935 -0.360
C 0.90361 0.65905 -1.23769 0.999 -1.436 0.192
H -1.24929 3.86884 0.35496 0.051 -0.160 0.048
H 0.18347 4.85991 0.44775 0.020 -0.088 0.040
H 0.14491 3.32474 1.29098 0.027 -0.177 0.643
H -0.30261 2.76091 -1.53812 -0.219 0.481 0.245
H 1.14329 3.73230 -1.38476 -0.578 0.001 0.431
H 2.66960 2.87015 0.50527 0.591 -0.642 0.277
H 4.29798 0.81651 0.69132 0.013 0.179 -0.466
H 3.82297 -0.99616 -0.93292 -0.040 -0.436 0.313
H 1.54838 -1.29947 -1.87289 -0.040 -0.160 0.105
H 0.09363 0.48832 -1.93259 -0.726 0.747 0.413
```
Positions in Å, forces in eV/Å.

Computed properties:
SMILES	Cc1c[nH]c2ccccc12.CCc1ccccc1
total charge	0
spin multiplicity	1
electronic energy	-713.91442	a.u.


[4]
The following is a quantum chemistry calculation of a 8-piece molecular cluster, C27H49NO21 overall, from the Open Molecules 2025 dataset.

Geometry as XYZ:
```
98
Properties=species:S:1:pos:R:3:forces:R:3
C 3.60180 -3.96916 0.52368 -0.116 -0.422 0.689
C 2.30680 -3.75716 -0.26232 1.445 -1.417 -0.792
C 2.21380 -4.26216 -1.75832 0.802 0.860 1.335
O 1.34280 -5.37616 -1.68132 -0.757 -0.662 1.670
C 0.77380 -5.42916 -0.40132 -2.032 -3.781 0.596
O -0.06420 -6.30716 -0.02632 3.446 3.886 -1.995
O 1.28080 -4.48916 0.39168 -0.809 -1.264 -0.198
H 4.46580 -3.30616 0.33468 -0.706 -0.228 -0.368
H 3.90680 -5.01616 0.42568 0.180 0.119 -0.109
H 3.35480 -3.84216 1.59568 0.068 0.033 -0.490
H 1.95880 -2.80016 -0.15832 -0.372 2.712 -0.171
H 3.20780 -4.44816 -2.21432 -0.676 -0.583 0.430
H 1.73580 -3.51016 -2.34332 -0.372 0.590 -0.496
C -3.65720 -3.72216 -0.63532 0.395 -0.316 -1.873
C -2.18420 -4.08216 -0.59732 -2.872 0.332 -1.322
C -1.54320 -3.77216 -1.93632 0.220 -1.032 0.790
O -0.68620 -2.70516 -1.61332 1.319 0.928 -0.127
C -0.75020 -2.43916 -0.31232 0.808 2.148 2.604
O -0.14320 -1.56416 0.31168 -0.724 -1.577 -1.996
O -1.62920 -3.21416 0.31168 1.654 0.849 0.794
H -4.08520 -3.86116 0.31668 -0.604 0.383 1.202
H -4.16420 -4.42116 -1.30132 -0.122 0.015 -0.168
H -3.74120 -2.71116 -1.08932 -0.283 -0.448 0.694
H -2.03520 -5.06816 -0.30832 0.381 -1.745 0.689
H -2.26920 -3.43816 -2.62032 -0.772 0.465 -1.065
H -1.00820 -4.62916 -2.32832 0.366 0.092 -0.183
C -2.61520 2.61284 -5.23332 1.074 0.252 -1.981
O -2.16020 2.68784 -3.92332 0.835 -0.679 2.696
C -2.25720 1.62584 -3.11332 -2.897 -6.593 -0.581
O -2.79420 0.37884 -3.44632 3.079 7.330 1.224
O -1.81920 1.85084 -1.86532 -0.331 0.881 -1.970
C -2.00920 0.82984 -0.89032 1.082 -0.912 0.130
H -1.93320 2.05584 -5.87932 -0.291 -0.953 0.411
H -2.48920 3.57184 -5.74232 -0.425 0.484 0.900
H -3.62020 2.29284 -5.26032 -0.993 -0.567 -0.273
H -2.98320 0.89684 -0.48932 -1.221 0.225 0.415
H -1.28020 0.91084 -0.04932 -0.318 0.356 -1.085
H -1.91520 -0.14316 -1.36332 0.122 -0.018 0.014
C 3.04580 3.76484 -1.74932 -0.465 -1.135 1.005
O 2.06880 4.74484 -2.18032 -0.152 0.331 -0.324
C 0.80880 4.47684 -1.93332 -3.522 -4.074 3.845
O 0.37980 3.31084 -1.32132 2.553 6.605 -3.616
O -0.02820 5.56584 -2.18932 1.243 -2.958 0.548
C -1.45420 5.34184 -1.90232 -0.419 1.574 -0.379
H 4.05180 3.90084 -2.17832 -0.870 0.510 -0.132
H 2.65280 2.77484 -1.98732 0.316 0.085 -0.342
H 3.10480 3.75784 -0.64132 0.030 0.439 -0.571
H -1.98820 4.94284 -2.77532 0.458 0.437 0.018
H -1.86220 6.33284 -1.55832 0.555 -0.881 -0.756
H -1.68320 4.68184 -1.10732 0.584 -0.804 0.890
C -0.48420 -0.32816 3.45068 1.359 0.463 -3.202
O 0.07580 -1.23116 4.39768 1.171 1.880 -0.017
C -0.71220 -2.04316 4.95268 -8.192 -3.947 -0.403
O -2.04020 -2.27416 4.62168 7.363 1.682 1.872
O -0.08220 -2.78516 5.86768 2.052 2.181 -1.705
C -0.80620 -3.65316 6.62068 -0.787 -3.218 -0.454
H -0.46520 -0.90516 2.47868 -0.067 0.827 0.829
H 0.18680 0.60584 3.29668 -1.041 -1.740 0.856
H -1.51020 -0.06616 3.60168 -0.455 0.086 0.779
H -1.45920 -4.21516 5.94268 -0.424 0.239 0.530
H -1.28720 -3.11716 7.35968 -1.640 0.922 1.490
H -0.21120 -4.42216 7.14168 0.544 0.660 -0.501
C -5.22420 6.14084 2.81568 1.159 0.633 0.427
O -4.43220 4.97784 3.09568 0.666 -1.402 0.015
C -3.49320 4.63884 2.22868 0.303 4.676 -7.220
O -3.28820 5.38484 1.01368 -1.017 -4.234 7.108
O -2.83620 3.54984 2.50068 -1.165 0.538 1.903
C -1.70520 3.24584 1.74068 1.282 -0.691 -1.328
H -5.69720 6.05884 1.86968 -0.049 0.056 -1.007
H -4.51720 6.97084 2.89968 -0.474 0.183 -0.466
H -5.99720 6.26884 3.55768 0.072 -0.512 0.529
H -1.99120 3.29684 0.72068 -0.256 -0.132 -1.153
H -1.35220 2.20584 1.92968 -0.445 0.970 0.458
H -0.90020 3.97584 1.80768 -0.039 -0.062 0.664
C 0.95280 0.22284 -2.58832 1.423 2.472 -0.726
O 1.68980 -0.83416 -2.06232 2.898 -3.194 0.629
C 3.03580 -0.78316 -2.15332 3.119 8.164 -2.281
O 3.71180 0.39784 -2.52032 -4.122 -6.562 1.895
O 3.74780 -1.83416 -1.84132 -3.623 -0.455 2.207
C 5.08780 -1.94016 -2.14332 2.098 1.273 -1.817
H 1.49580 0.58684 -3.44232 0.242 0.240 -0.603
H 1.02080 1.04884 -1.89832 -0.684 0.277 0.321
H -0.02620 0.01884 -2.94732 -0.842 -1.063 0.477
H 4.97080 -2.30516 -3.13132 1.146 -0.272 -1.426
H 5.69280 -2.66716 -1.62432 -0.785 -0.366 0.981
H 5.65580 -0.98816 -2.15332 -0.775 -0.372 0.086
C 2.83380 -0.71616 2.32668 -0.248 -0.948 -1.566
C 3.15180 0.27184 1.11368 -1.187 -0.050 1.834
C 1.92180 1.18484 0.82168 -0.096 -2.183 1.180
C 1.75180 2.17984 1.89068 -0.982 1.093 0.882
N 1.54580 2.99584 2.69768 0.558 -1.482 -1.315
H 2.01280 -1.45016 2.00268 1.034 1.026 0.182
H 2.38280 -0.20216 3.18668 0.720 -0.086 -0.059
H 3.71980 -1.38216 2.56368 -0.927 1.108 0.106
H 3.42880 -0.30716 0.25168 0.027 -0.097 -0.402
H 3.93680 0.99084 1.32768 0.552 -0.373 0.238
H 1.03780 0.52084 0.64368 0.344 0.736 0.590
H 2.06180 1.68484 -0.07732 0.297 1.185 -1.640
```
Positions in Å, forces in eV/Å.

Computed properties:
SMILES	C[C@H]1COC(=O)O1.C[C@H]1COC(=O)O1.COC(=O)OC.COC(=O)OC.COC(=O)OC.COC(=O)OC.COC(=O)OC.CCCC#N
total charge	0
spin multiplicity	1
electronic energy	-2692.75737	a.u.


[5]
The following is a quantum chemistry calculation of a 3-piece molecular cluster, H5OS2 overall, from the Open Molecules 2025 dataset.

Geometry as XYZ:
```
8
Properties=species:S:1:pos:R:3:forces:R:3
O -1.21620 1.59729 -2.31440 -0.237 -1.034 -1.533
H -1.80078 2.30739 -2.05776 0.448 0.244 0.790
H -0.50235 1.30254 -1.75440 -0.357 1.173 0.189
H 0.64592 -0.97713 1.31544 -1.389 -0.479 0.117
S -0.23499 0.18532 0.15897 0.834 -1.301 1.125
S 1.89135 -1.40488 1.85323 2.021 2.185 -0.532
H -1.29053 -0.66082 0.19117 -0.126 0.162 -0.104
H 2.50758 -2.34970 2.60774 -1.194 -0.950 -0.054
```
Positions in Å, forces in eV/Å.

Computed properties:
total charge	+1
spin multiplicity	1
electronic energy	-874.06098	a.u.


Looking at Kohn-Sham gap for the records above, in order, we have 3.8, 9.6, 8.5, 10.2, 3.8 eV.
Looking at ΔE to the lowest compared entry with this formula, charge and spin for the records above, in order, we have 4.1, 72.2, 30.0, 15.9, 145.5 kcal/mol.